No. 1
DFT (the ωB97M-V functional and the def2-TZVPD basis) results for C26H32NO5SW as an isolated structure in a non-equilibrium geometry.

Output
highest occupied orbital energy (spin up / spin down): -9.25 / -11.44 eV
total charge: +1
energy above the lowest of the compared OMol25 structures with the same formula, charge and spin: 21.7 kJ/mol
LUMO (spin up / spin down): -0.106 / -0.144 hartree
spin multiplicity: 3
⟨S²⟩: 2.018
orbital gap (spin up / spin down): 6.4 / 7.5 eV
total energy: -1905.80637 hartree

Each line ends with the Löwdin spin population.
CARTESIAN COORDINATES (ANGSTROEM)
O  0.052  -0.384  -5.977  0.0001
C  -0.147  0.920  -6.562  0.0000
C  -0.391  0.328  -7.945  0.0000
H  0.742  1.548  -6.465  0.0000
H  -0.995  1.441  -6.113  0.0000
C  -0.173  -1.041  -7.272  0.0000
H  0.347  0.586  -8.701  0.0000
H  -1.388  0.482  -8.350  0.0000
C  1.065  -1.787  -7.710  0.0000
H  1.930  -1.127  -7.718  0.0000
H  0.934  -2.197  -8.712  0.0000
H  1.273  -2.612  -7.030  0.0000
C  -1.390  -1.932  -7.209  0.0000
H  -2.260  -1.372  -6.870  0.0000
H  -1.225  -2.755  -6.514  0.0000
H  -1.612  -2.354  -8.189  0.0000
W  -0.510  -0.707  2.037  1.4720
C  -2.468  -1.198  3.283  -0.0169
C  -2.170  0.164  3.457  0.0411
C  -2.346  0.802  2.207  0.0225
H  -1.836  0.639  4.363  0.0016
C  -2.755  -0.168  1.276  0.0880
C  -2.813  -1.411  1.927  -0.0031
H  -3.068  -2.355  1.477  0.0008
H  -2.428  -1.950  4.051  -0.0002
H  -2.151  1.839  2.004  0.0022
H  -2.943  0.005  0.229  0.0053
C  0.596  -2.147  3.586  0.0183
C  -0.174  -2.944  2.707  -0.0227
C  0.356  -2.810  1.409  0.0238
H  -1.019  -3.551  2.977  -0.0007
C  1.474  -1.946  1.497  0.0613
C  1.624  -1.553  2.834  0.0466
H  2.341  -0.843  3.201  0.0014
H  0.425  -2.010  4.641  0.0019
H  -0.002  -3.313  0.527  0.0029
H  2.074  -1.595  0.674  0.0044
O  -0.184  -0.108  -0.105  0.0991
C  -0.556  -0.989  -1.188  0.0132
C  -0.868  -0.085  -2.364  0.0038
H  -1.397  -1.595  -0.863  0.0015
H  0.288  -1.648  -1.397  0.0002
C  0.057  1.098  -2.110  0.0040
H  -1.909  0.235  -2.332  0.0000
H  -0.695  -0.578  -3.318  0.0009
C  -0.011  1.245  -0.606  0.0135
H  -0.254  2.005  -2.623  0.0009
H  1.074  0.863  -2.426  0.0000
H  -0.871  1.838  -0.291  0.0010
H  0.874  1.655  -0.137  0.0007
O  -0.235  -0.234  5.539  0.0007
C  0.403  0.583  4.896  0.0067
N  0.411  0.673  3.503  0.0591
S  1.409  2.066  3.090  0.0264
O  2.451  1.448  2.147  0.0057
O  0.420  2.911  2.276  0.0053
C  1.785  2.483  4.795  0.0036
C  2.551  3.524  5.333  0.0011
C  2.669  3.619  6.741  0.0002
C  2.024  2.691  7.576  0.0000
C  1.263  1.665  7.016  0.0002
C  1.160  1.585  5.623  0.0013
H  3.046  4.237  4.697  0.0000
H  3.254  4.411  7.188  0.0001
H  2.109  2.764  8.655  0.0000
H  0.761  0.948  7.656  0.0000

Atoms 1-2, force components in eV/Å:
O -0.1 0.0 0.0
C 0.1 0.1 0.1

***

No. 2
DFT (the ωB97M-V functional and the def2-TZVPD basis) results for a 6-piece molecular cluster, C10H28Br2N10O7 overall in a non-equilibrium geometry.

Output
highest occupied orbital energy: -9.16 eV
energy above the lowest of the compared OMol25 structures with the same formula, charge and spin: 0.0 kJ/mol
LUMO: 0.008 hartree
orbital gap: 9.4 eV
total energy: -6620.33412 hartree
SMILES string: CC[C@@H](Br)COC(=O)Br.NC(N)=O.NC(N)=O.NC(N)=O.NC(N)=O.NC(N)=O

Each line ends with the Löwdin charge.
CARTESIAN COORDINATES (ANGSTROEM)
C  2.157  0.179  -2.689  -0.0841
C  2.255  -1.229  -3.268  -0.2751
C  1.201  -2.215  -2.796  -0.6458
Br  1.511  -2.775  -0.952  0.8394
C  -0.240  -1.822  -3.008  -0.1967
O  -0.656  -0.779  -2.116  -0.1055
C  -1.396  0.171  -2.659  -0.8828
O  -2.000  0.173  -3.702  0.0585
Br  -1.398  1.735  -1.515  0.8868
H  2.146  0.161  -1.607  0.0571
H  2.976  0.785  -3.054  0.0777
H  1.240  0.652  -3.030  0.0537
H  2.137  -1.163  -4.348  0.1144
H  3.230  -1.638  -3.032  0.1021
H  1.322  -3.119  -3.381  0.0948
H  -0.361  -1.551  -4.052  0.1355
H  -0.870  -2.686  -2.822  0.1370
C  -2.466  -3.013  0.706  -0.6808
O  -2.119  -4.044  0.152  0.0030
N  -1.660  -1.916  0.801  0.1594
N  -3.706  -2.874  1.276  0.1456
H  -1.932  -1.060  1.247  0.0303
H  -0.741  -1.980  0.406  0.0195
H  -4.326  -3.659  1.226  0.0948
H  -4.007  -2.037  1.737  0.0856
C  4.066  -3.534  2.811  -0.6859
O  4.703  -3.700  3.837  0.0098
N  4.627  -3.653  1.568  0.1550
N  2.737  -3.212  2.814  0.1601
H  4.116  -3.505  0.718  0.0588
H  5.600  -3.883  1.524  0.0967
H  2.288  -3.104  3.702  0.1007
H  2.206  -3.081  1.975  0.0484
C  -2.879  5.415  -1.767  -0.6852
O  -2.063  5.030  -0.943  -0.0170
N  -3.470  6.647  -1.686  0.1471
N  -3.265  4.650  -2.831  0.1538
H  -4.139  6.981  -2.352  0.0911
H  -3.206  7.234  -0.919  0.1002
H  -2.849  3.742  -2.921  0.0436
H  -3.933  4.953  -3.513  0.0944
C  -1.927  1.250  2.824  -0.6490
O  -1.642  0.093  2.541  -0.0143
N  -2.082  1.661  4.119  0.1624
N  -2.124  2.203  1.872  0.1727
H  -2.322  2.600  4.372  0.0963
H  -1.952  0.976  4.839  0.1067
H  -1.971  1.931  0.916  -0.0150
H  -2.400  3.145  2.076  0.1031
C  2.549  0.199  1.556  -0.6677
O  2.796  -0.758  0.840  -0.0748
N  3.526  1.065  1.976  0.1545
N  1.288  0.485  1.994  0.1758
H  3.345  1.855  2.563  0.0884
H  4.463  0.881  1.674  0.1009
H  0.542  -0.129  1.719  0.0744
H  1.074  1.266  2.582  0.0899

Atoms 1-2, force components in eV/Å:
C -0.3 -0.3 -0.3
C -0.3 0.4 0.4

***

No. 3
DFT (the ωB97M-V functional and the def2-TZVPD basis) results for a 2-piece molecular cluster, C2H3N2O2 overall in a non-equilibrium geometry.

Output
highest occupied orbital energy (spin up / spin down): -14.68 / -14.68 eV
total charge: +1
energy above the lowest of the compared OMol25 structures with the same formula, charge and spin: 634.3 kJ/mol
LUMO (spin up / spin down): -0.331 / -0.331 hartree
orbital gap (spin up / spin down): 5.7 / 5.7 eV
total energy: -337.49660 hartree

Each line ends with the Löwdin charge.
CARTESIAN COORDINATES (ANGSTROEM)
C  -0.363  -0.161  1.624  0.0500
C  -0.499  -0.747  0.337  -0.1161
N  0.428  0.730  1.811  0.1021
N  -0.879  -1.052  -0.677  0.2778
O  1.023  1.691  1.916  0.4227
O  0.695  0.050  -2.301  -0.0484
H  -0.912  -0.778  2.469  0.2557
H  0.231  0.829  -2.244  -0.0139
H  0.275  -0.561  -2.936  0.0701

Atoms 1-2, force components in eV/Å:
C -2.8 -4.9 0.9
C 0.4 1.3 2.3

***

No. 4
DFT (the ωB97M-V functional and the def2-TZVPD basis) results for a 7-piece molecular cluster, C52H83BrFNO19S overall in a non-equilibrium geometry.

Output
highest occupied orbital energy: -8.52 eV
LUMO: 0.015 hartree
orbital gap: 8.9 eV
total energy: -6587.48271 hartree
SMILES string: CCCCCCC[C@@H](O[C@@H](Cc1ccc(C)cc1)S(=O)(=O)F)[C@@H](O[C@H](C[C@H](C)Br)OC[C@@H](C)O)N(C)C(C)=O.O=C1CCCO1.O=C1CCCO1.O=C1CCCO1.O=C1CCCO1.O=C1CCCO1.O=C1CCCO1

Each line ends with the Löwdin charge.
CARTESIAN COORDINATES (ANGSTROEM)
C  8.794  1.708  1.924  -0.1202
C  8.105  0.388  1.390  -0.2647
C  6.822  0.080  2.259  -0.2161
C  6.160  -1.296  1.844  -0.1844
C  5.425  -1.073  0.463  -0.2106
C  5.365  -2.390  -0.413  -0.1719
C  4.096  -2.599  -1.301  -0.1148
C  2.697  -2.488  -0.588  -0.1871
O  2.888  -2.703  0.822  -0.1093
C  2.363  -3.907  1.325  -0.3289
C  2.946  -5.277  0.889  -0.0968
C  4.452  -5.568  0.915  -0.1866
C  5.127  -5.780  -0.388  -0.0403
C  6.541  -6.085  -0.510  -0.0338
C  7.394  -6.234  0.670  -0.2520
C  8.903  -6.596  0.650  -0.0798
C  6.755  -6.062  1.969  -0.0335
C  5.325  -5.742  2.061  -0.0195
S  2.100  -3.726  3.169  0.7618
O  2.058  -2.334  3.575  -0.2665
O  3.108  -4.411  3.955  -0.2820
F  0.690  -4.524  3.466  -0.2149
C  1.761  -1.320  -1.076  -0.2553
O  0.380  -1.432  -0.766  -0.0279
C  -0.041  -1.341  0.574  -0.3297
C  -1.584  -1.768  0.513  -0.1391
C  -2.158  -2.375  1.840  -0.6625
C  -1.557  -1.858  3.182  -0.1180
Br  -2.142  -4.373  1.662  0.6127
O  -0.076  -0.036  1.159  -0.0918
C  1.031  0.204  2.048  -0.1560
C  1.451  1.700  2.207  -0.3398
C  1.927  1.873  3.733  -0.0497
O  2.617  2.049  1.416  -0.0883
N  2.179  0.081  -0.882  -0.0215
C  3.308  0.502  -1.778  -0.0590
C  1.121  0.973  -1.443  -0.4422
C  0.523  0.778  -2.888  0.0038
O  0.719  1.932  -0.838  0.1047
H  8.225  2.581  1.510  0.0568
H  8.816  1.737  3.042  0.0719
H  9.819  1.753  1.480  0.0718
H  7.860  0.569  0.307  0.0952
H  8.834  -0.468  1.406  0.1063
H  6.092  0.925  2.194  0.1159
H  7.162  -0.043  3.325  0.1078
H  5.387  -1.643  2.583  0.1141
H  6.928  -2.102  1.663  0.1110
H  4.387  -0.647  0.600  0.0998
H  5.972  -0.297  -0.149  0.0886
H  6.242  -2.327  -1.127  0.1210
H  5.622  -3.240  0.271  0.0853
H  4.210  -1.935  -2.206  0.1040
H  4.191  -3.640  -1.759  0.0777
H  2.133  -3.408  -0.941  0.1573
H  1.284  -3.927  0.955  0.1340
H  2.577  -5.483  -0.159  0.1329
H  2.431  -6.073  1.509  0.1452
H  4.558  -5.712  -1.351  0.0930
H  7.040  -6.240  -1.500  0.1034
H  9.278  -6.979  -0.330  0.0722
H  9.484  -5.667  0.907  0.0833
H  9.173  -7.343  1.449  0.0813
H  7.339  -6.190  2.915  0.1100
H  4.909  -5.662  3.086  0.0886
H  1.777  -1.471  -2.210  0.1616
H  0.427  -2.008  1.339  0.1331
H  -2.148  -0.814  0.295  0.1202
H  -1.729  -2.419  -0.382  0.1037
H  -3.254  -2.119  1.873  0.0720
H  -2.287  -2.105  4.005  0.0921
H  -1.467  -0.744  3.156  0.0893
H  -0.583  -2.310  3.484  0.0480
H  1.943  -0.412  1.795  0.1277
H  0.716  -0.152  3.072  0.1043
H  0.614  2.423  2.046  0.1444
H  1.173  2.420  4.351  0.0735
H  2.898  2.445  3.736  0.0770
H  2.186  0.873  4.184  0.0768
H  2.552  3.005  1.247  0.0910
H  3.146  1.560  -2.142  0.1081
H  3.344  -0.108  -2.732  0.0910
H  4.293  0.527  -1.260  0.0776
H  1.329  0.926  -3.649  0.0771
H  -0.246  1.577  -3.066  0.0924
H  0.020  -0.217  -3.001  0.0847
O  -5.515  -0.766  2.513  0.1035
C  -5.447  0.171  1.762  -0.4729
O  -4.368  0.428  0.979  0.0106
C  -4.566  1.675  0.288  -0.1456
C  -6.065  1.887  0.279  -0.1593
C  -6.495  1.240  1.576  -0.0676
H  -4.037  2.463  0.831  0.1288
H  -4.156  1.605  -0.719  0.1257
H  -6.350  2.932  0.197  0.0856
H  -6.510  1.350  -0.563  0.1222
H  -6.445  1.938  2.416  0.1405
H  -7.487  0.805  1.498  0.0986
O  -8.220  4.079  0.402  0.1167
C  -8.144  5.009  -0.350  -0.4624
O  -7.061  5.265  -1.131  0.0268
C  -7.254  6.507  -1.827  -0.1551
C  -8.753  6.721  -1.843  -0.1599
C  -9.190  6.078  -0.543  -0.0755
H  -6.726  7.296  -1.285  0.1251
H  -6.838  6.432  -2.832  0.1254
H  -9.037  7.770  -1.931  0.1193
H  -9.195  6.181  -2.683  0.1026
H  -9.142  6.778  0.295  0.1345
H  -10.182  5.643  -0.624  0.0988
O  -9.148  0.717  -0.224  0.1181
C  -9.881  0.115  0.508  -0.4869
O  -10.836  0.706  1.275  0.0225
C  -11.458  -0.280  2.112  -0.1601
C  -11.208  -1.605  1.421  -0.1607
C  -9.862  -1.374  0.756  -0.0719
H  -11.000  -0.235  3.103  0.1292
H  -12.522  -0.061  2.206  0.1235
H  -11.222  -2.456  2.102  0.1186
H  -11.970  -1.775  0.656  0.1188
H  -9.030  -1.612  1.424  0.1359
H  -9.773  -1.925  -0.178  0.1293
O  -11.071  4.707  -2.724  0.1156
C  -12.166  4.443  -2.314  -0.4691
O  -13.314  4.899  -2.878  0.0336
C  -14.436  4.489  -2.081  -0.1600
C  -13.949  3.291  -1.293  -0.1604
C  -12.478  3.611  -1.092  -0.0727
H  -14.727  5.322  -1.436  0.1275
H  -15.274  4.239  -2.732  0.1255
H  -14.496  3.136  -0.363  0.1177
H  -14.048  2.385  -1.896  0.1208
H  -12.309  4.216  -0.198  0.1339
H  -11.867  2.711  -1.066  0.1276
O  3.467  -4.692  -3.600  0.1033
C  4.382  -4.540  -4.361  -0.4811
O  5.683  -4.709  -4.014  0.0198
C  6.527  -4.344  -5.117  -0.1535
C  5.648  -4.462  -6.346  -0.1588
C  4.278  -4.096  -5.800  -0.0726
H  6.885  -3.323  -4.958  0.1297
H  7.384  -5.015  -5.159  0.1272
H  5.976  -3.831  -7.171  0.1185
H  5.639  -5.497  -6.697  0.1212
H  4.102  -3.019  -5.828  0.1341
H  3.482  -4.628  -6.316  0.1291
O  10.547  5.055  0.095  0.1241
C  9.461  5.558  0.090  -0.4827
O  8.308  4.870  0.309  0.0105
C  7.185  5.745  0.125  -0.1602
C  7.733  7.144  0.316  -0.1639
C  9.155  7.009  -0.199  -0.0805
H  6.784  5.589  -0.880  0.1271
H  6.412  5.505  0.854  0.1265
H  7.150  7.909  -0.197  0.1164
H  7.751  7.393  1.380  0.1204
H  9.217  7.177  -1.276  0.1325
H  9.841  7.666  0.331  0.1270

Atoms 1-2, force components in eV/Å:
C -0.2 -0.5 -1.0
C -0.1 0.7 0.5

***

No. 5
DFT (the ωB97M-V functional and the def2-TZVPD basis) results for C2H6N2O2 in the gas phase in a non-equilibrium geometry.

Output
highest occupied orbital energy: -8.32 eV
energy above the lowest of the compared OMol25 structures with the same formula, charge and spin: 505.2 kJ/mol
LUMO: 0.032 hartree
orbital gap: 9.2 eV
total energy: -339.64022 hartree
SMILES string: N[C@H]1O[C@@H]1NO

Each line ends with the Löwdin charge.
CARTESIAN COORDINATES (ANGSTROEM)
C  -0.736  -0.094  -0.704  -0.1745
N  1.173  1.031  0.425  -0.0425
C  -0.292  0.816  0.410  -0.4591
N  -0.984  -1.402  -0.441  0.1195
O  1.837  -0.244  0.616  -0.0874
O  -1.079  1.558  -0.377  -0.0483
H  2.328  -0.128  1.436  0.0812
H  1.467  1.364  -0.494  0.1123
H  -0.994  -1.619  0.554  0.1088
H  -1.589  -1.890  -1.091  0.1012
H  -0.503  0.065  -1.755  0.1412
H  -0.629  0.545  1.421  0.1476

Atoms 1-2, force components in eV/Å:
C 2.5 0.0 0.8
N 0.3 1.0 0.7